No. 1
# C31H93N5O16

A cluster of 13 separate species, C31H93N5O16 in total (wB97M-V/def2-TZVPD, OMol25).

Computed properties:
- E: -73858.5227 eV
- Energy relative to the best compared isomer or geometry (same formula, charge and spin): 42.8 kcal/mol
- Gap between HOMO and LUMO: 8.9038 eV

Structure (ORCA input):
```
! wB97M-V def2-TZVPD RIJCOSX def2/J DEFGRID3
* xyz 0 1
C -3.05652 2.96062 1.96314
O -3.95871 2.17361 1.24437
H -2.00647 3.06755 1.69102
H -3.54909 3.92540 2.08434
H -2.94264 2.58038 2.97830
H -4.06616 2.56203 0.37306
C 5.07782 2.07787 1.71312
O 3.84435 2.72017 1.43298
H 5.31050 1.46815 0.84007
H 5.90776 2.74957 1.93246
H 4.84856 1.49188 2.60315
H 3.69026 3.46397 2.02001
C -2.21299 -0.32231 -0.37523
O -2.31708 -0.09880 1.02960
H -1.42776 -1.06399 -0.52168
H -3.16308 -0.75709 -0.68574
H -1.91644 0.55401 -0.95161
H -2.90213 0.65454 1.13826
C 1.81028 1.72700 4.58810
O 2.12687 1.09155 5.79825
H 2.58718 1.45836 3.87230
H 0.85137 1.42914 4.16401
H 1.78094 2.80831 4.72239
H 2.16377 0.16648 5.54433
C -0.10262 2.79948 -3.09534
O -0.35225 3.65095 -4.20530
H 0.56008 3.38272 -2.45600
H -1.01687 2.55059 -2.55656
H 0.44718 1.88775 -3.32892
H -0.81282 4.41537 -3.85155
C 0.39915 -5.00718 -1.02140
C 0.77903 -3.62718 -1.65776
C -0.21769 -3.26623 -2.78373
O -0.45268 -4.29605 -3.79515
C -1.53446 -4.05274 -4.67385
N 0.82743 -2.53473 -0.72646
H 0.31324 -4.95837 0.06411
H 1.09651 -5.77741 -1.35081
H -0.60898 -5.33161 -1.27934
H 1.74790 -3.76340 -2.13819
H 0.15539 -2.35888 -3.25871
H -1.20229 -3.00330 -2.39703
H -1.53682 -4.86199 -5.40406
H -1.37668 -3.12814 -5.22911
H -2.50213 -4.14231 -4.18019
H 0.05103 -2.72548 -0.10928
H 1.59633 -2.52647 -0.07161
C 2.87728 8.90260 1.74578
C 1.30887 8.85007 1.68007
C 0.82837 7.57620 2.38163
O 0.99710 6.50659 1.46179
C 0.51904 5.26127 1.93114
N 0.83132 10.05747 2.29720
H 3.13475 8.89958 2.80493
H 3.37528 9.80453 1.38998
H 3.40836 8.08680 1.25535
H 1.06261 8.77011 0.62126
H -0.21782 7.79263 2.59787
H 1.33390 7.37243 3.32557
H 0.63346 4.48114 1.17854
H -0.55573 5.33480 2.09709
H 1.01037 4.82356 2.80010
H 0.99152 10.81196 1.64513
H -0.17697 10.01841 2.34123
C 0.20313 -4.83379 4.16812
C 0.00753 -3.94268 2.93276
C -1.40053 -4.11296 2.28051
O -1.49695 -3.42823 1.04186
C -2.74991 -3.51908 0.35961
N 0.07264 -2.56682 3.48844
H 1.20347 -4.87257 4.59929
H -0.13602 -5.85666 4.00432
H -0.43322 -4.47804 4.97842
H 0.75134 -4.10705 2.15312
H -2.17752 -3.79573 2.97605
H -1.61449 -5.17200 2.13637
H -2.70134 -3.23165 -0.69068
H -3.45104 -2.85343 0.86300
H -3.23214 -4.49365 0.43568
H -0.73531 -2.41871 4.07613
H -0.22513 -2.04512 2.67650
C 2.10702 -3.33767 -5.62590
C 2.56315 -1.94080 -5.17510
C 3.90052 -1.83366 -4.35263
O 4.18039 -0.44099 -4.09036
C 3.33402 0.24049 -3.18463
N 2.53658 -1.06603 -6.33612
H 1.87080 -3.95362 -4.75819
H 2.86862 -3.87183 -6.19400
H 1.23034 -3.33424 -6.27359
H 1.74792 -1.52279 -4.58454
H 4.64745 -2.37778 -4.93067
H 3.89966 -2.39486 -3.41820
H 3.63974 1.28673 -3.18459
H 3.52007 -0.18020 -2.19644
H 2.26641 0.13047 -3.37492
H 1.83110 -1.38712 -6.98365
H 3.44128 -1.13269 -6.78016
C -5.17690 -2.21352 -2.68244
C -5.13334 -1.16853 -3.77422
C -3.73197 -0.99348 -4.39578
O -2.85337 -0.41064 -3.48474
C -1.54108 -0.06813 -3.97327
N -6.14204 -1.38566 -4.74709
H -6.20455 -2.44316 -2.40087
H -4.76021 -1.87719 -1.73304
H -4.72946 -3.14241 -3.03605
H -5.35409 -0.19075 -3.34608
H -3.88703 -0.38211 -5.28476
H -3.29813 -1.92776 -4.75215
H -0.79453 0.05098 -3.18805
H -1.49417 0.86694 -4.53142
H -1.14291 -0.80789 -4.66776
H -5.85386 -2.19626 -5.27624
H -6.19804 -0.63504 -5.42053
C -3.06884 -1.24526 4.65723
C -2.43968 0.18381 4.43118
O -2.04753 0.78483 5.57636
O -2.16077 -2.21705 5.14194
H -3.47860 -1.55225 3.69497
H -3.85669 -1.14245 5.40343
H -3.17997 0.69424 3.81511
H -1.55088 0.10151 3.80559
H -1.91054 0.07279 6.20551
H -1.95624 -1.99688 6.05369
C 0.76693 1.26991 0.96687
C 1.57118 1.10329 -0.30768
O 0.85880 0.37311 -1.30196
O 0.30313 0.05494 1.55753
H -0.15420 1.82388 0.78596
H 1.32621 1.86598 1.68800
H 2.47770 0.52802 -0.11954
H 1.80008 2.11925 -0.62943
H 0.89484 -0.53641 -0.99689
H -0.57564 -0.05833 1.18807
C 3.40674 -1.37464 2.46734
C 3.19358 -1.96602 3.83150
O 2.15739 -1.26974 4.52361
O 2.45772 -1.73234 1.46833
H 4.35874 -1.74890 2.09089
H 3.42137 -0.28512 2.49636
H 4.11903 -1.83381 4.39201
H 2.98344 -3.03432 3.77970
H 1.33916 -1.57109 4.12200
H 1.67038 -1.20550 1.62360
*
```

***

No. 2
# C31H99N27O16

A cluster of 16 separate species, C31H99N27O16 in total (wB97M-V/def2-TZVPD, OMol25).

Computed properties:
- E: -106752.3752 eV
- Energy relative to the best compared isomer or geometry (same formula, charge and spin): 60.4 kcal/mol
- Gap between HOMO and LUMO: 8.5991 eV

Structure (ORCA input):
```
! wB97M-V def2-TZVPD RIJCOSX def2/J DEFGRID3
* xyz 0 1
C 5.80616 3.59570 3.05978
C 4.39024 3.06401 3.15233
C 4.08548 1.91560 2.17132
O 4.24256 2.44283 0.86079
C 4.36987 1.45591 -0.14429
N 4.17351 2.63095 4.56301
H 6.09895 3.78744 2.02364
H 6.53475 2.91680 3.51218
H 5.96472 4.55379 3.55910
H 3.79315 3.97653 3.06295
H 3.07876 1.50142 2.30364
H 4.78961 1.10043 2.36454
H 5.08213 0.66919 0.11972
H 4.70635 2.00539 -1.02158
H 3.39446 0.98284 -0.30975
H 3.18018 2.80478 4.68500
H 4.69690 3.19524 5.21554
C -4.78492 -7.27480 -0.04237
C -4.70940 -6.51541 1.28146
C -3.26351 -6.17588 1.68185
O -2.73295 -5.26173 0.72713
C -1.33302 -5.10967 0.71403
N -5.51801 -5.29582 1.18966
H -4.10001 -8.11282 -0.18431
H -4.60550 -6.55479 -0.84241
H -5.76468 -7.71529 -0.23853
H -5.12818 -7.16303 2.05885
H -2.70065 -7.10833 1.55040
H -3.12771 -5.93303 2.73981
H -0.99679 -4.27434 1.32904
H -0.97152 -5.01353 -0.31219
H -0.85411 -6.03849 1.04279
H -6.38641 -5.54026 1.65890
H -5.11765 -4.62279 1.84206
C -4.01199 5.66848 -3.79158
C -3.42564 7.05591 -4.06018
C -1.94754 6.90343 -4.47468
O -1.21440 6.08462 -3.57824
C 0.10171 5.75439 -4.04072
N -4.15654 7.71141 -5.12296
H -3.96584 5.04952 -4.68724
H -5.04547 5.71791 -3.43778
H -3.51762 5.20230 -2.93780
H -3.44168 7.57006 -3.09078
H -1.37543 7.82924 -4.60073
H -2.00190 6.48433 -5.48780
H 0.52232 5.56007 -3.05360
H 0.64788 6.53034 -4.58240
H 0.17601 4.89393 -4.71175
H -3.90475 8.66694 -5.34019
H -5.14740 7.73914 -4.91917
C 2.52431 1.75211 -3.94784
C 1.96308 0.36097 -4.29816
C 2.84691 -0.66872 -3.56905
O 4.18602 -0.49051 -3.84098
C 5.01067 -1.59780 -3.58212
N 0.55384 0.30838 -3.95682
H 3.46795 1.89044 -4.48980
H 2.65177 1.99988 -2.90055
H 1.96962 2.51396 -4.50676
H 2.05863 0.16588 -5.36996
H 2.48179 -1.66758 -3.85521
H 2.56424 -0.57267 -2.50827
H 4.90842 -2.36720 -4.35322
H 4.82528 -2.00435 -2.58339
H 6.04383 -1.25174 -3.60101
H 0.42802 0.35535 -2.94513
H -0.01197 1.03026 -4.37941
C -0.43089 -1.86300 -0.93357
C 0.45309 -1.04482 0.01650
C 0.10123 0.43622 0.09963
O 0.14520 1.09718 -1.14631
C -0.36969 2.42481 -1.04553
N 0.33233 -1.59364 1.36789
H -0.43939 -2.89186 -0.57020
H -0.05431 -1.84770 -1.95702
H -1.46652 -1.52010 -0.85925
H 1.51096 -1.10881 -0.26186
H 0.75003 0.95109 0.81517
H -0.92045 0.38296 0.50576
H -1.40581 2.39564 -0.70518
H -0.21833 2.96396 -1.97733
H 0.16171 2.96179 -0.25512
H -0.63469 -1.61370 1.68871
H 0.51387 -2.59267 1.25469
C 1.18300 -0.19042 4.72123
O 1.49316 0.18975 5.84405
N 0.05743 0.25048 4.05887
N 1.88354 -1.05591 3.95377
H 0.01733 -0.13023 3.12480
H -0.53049 0.97720 4.41382
H 1.56593 -1.29883 3.02597
H 2.70298 -1.48861 4.34559
C -4.00771 -2.18275 -1.02985
O -3.50257 -1.14690 -1.49542
N -5.18075 -2.12868 -0.34345
N -3.51836 -3.43533 -1.22859
H -5.52272 -1.19444 -0.19564
H -5.47277 -2.87221 0.25774
H -3.61186 -4.10915 -0.45548
H -2.76055 -3.41914 -1.90636
C 0.63227 -5.62374 1.81776
O 0.70233 -4.41296 1.54586
N 0.21432 -6.06319 3.00974
N 1.13336 -6.54979 0.95850
H 0.23641 -7.03679 3.24111
H 0.03022 -5.30880 3.68129
H 1.33658 -7.48127 1.26414
H 1.52470 -6.14310 0.12257
C -1.16997 -2.73495 -4.06566
O -1.61382 -3.77056 -3.54041
N -1.55033 -1.48087 -3.68861
N -0.01880 -2.69237 -4.77991
H -2.28228 -1.51569 -2.97946
H -1.38792 -0.66655 -4.23827
H 0.42042 -1.77561 -4.77178
H 0.57614 -3.49865 -4.81672
C -4.12687 2.35467 2.78408
O -3.00366 2.47035 3.31745
N -4.40046 2.63787 1.51291
N -5.26157 2.09758 3.52398
H -3.62620 2.84758 0.89164
H -5.33015 2.81216 1.18442
H -5.97676 1.72537 2.92947
H -5.17663 2.07983 4.52247
C -0.80994 -2.89968 4.67912
O -1.11255 -4.01933 4.24194
N -1.51900 -1.79005 4.37645
N 0.20022 -2.65933 5.53296
H -1.12369 -0.87610 4.53704
H -2.30887 -1.80420 3.75724
H 0.38701 -1.78015 5.98063
H 0.78873 -3.42307 5.81606
C 4.49021 -3.55883 1.15606
O 5.00852 -2.96214 2.09991
N 3.58293 -3.01312 0.30817
N 4.93533 -4.78203 0.77859
H 3.06872 -3.64242 -0.29416
H 3.28838 -2.05809 0.37109
H 4.58049 -5.26490 -0.02839
H 5.76663 -5.15609 1.19472
C 1.30956 -5.33175 -2.28387
O 2.06161 -4.82031 -1.42984
N -0.02656 -5.35552 -2.15559
N 1.80855 -5.81407 -3.44114
H -0.54671 -4.91284 -1.41469
H -0.63036 -5.34165 -2.96452
H 1.10909 -5.96317 -4.14756
H 2.78904 -5.94577 -3.58312
C 0.14566 3.92763 3.60702
O 1.25132 4.47572 3.73594
N -0.11282 2.83168 2.87257
N -0.97083 4.44213 4.16559
H -1.07565 2.51412 2.83558
H 0.72918 2.41422 2.51872
H -0.93408 5.27202 4.72183
H -1.73710 3.78891 4.04801
C -2.11370 5.41802 -0.01177
O -2.79053 4.48571 -0.45721
N -1.93712 5.56123 1.32877
N -1.17321 6.08046 -0.74499
H -2.30176 4.81719 1.89415
H -1.24503 6.23541 1.59983
H -1.30899 5.99217 -1.75225
H -0.77556 6.93783 -0.39803
C 2.62034 5.79039 -0.05268
O 2.46610 6.89213 -0.58194
N 3.76681 5.30604 0.43765
N 1.52401 5.00388 0.31613
H 4.60117 5.85849 0.51479
H 3.84363 4.29826 0.51819
H 0.82258 4.95829 -0.40464
H 1.84600 4.23251 0.87818
*
```

***

No. 3
# C32H16N8Re

A structure of composition C32H16N8Re (wB97M-V/def2-TZVPD, OMol25).

Computed properties:
- E: -47480.2460 eV
- Energy relative to the best compared isomer or geometry (same formula, charge and spin): 23.0 kcal/mol
- Expectation value of S²: 0.775
- Gap between HOMO and LUMO (spin up / spin down): 3.7053 / 4.5837 eV

Structure (ORCA input):
```
! wB97M-V def2-TZVPD RIJCOSX def2/J DEFGRID3
* xyz 2 2
Re 0.04114 -0.01796 0.52622
C 0.63264 6.38024 -0.69528
C -0.75966 6.35634 -0.65738
C -1.45316 5.20284 -0.30558
C -0.70116 4.08064 0.00862
C -1.08776 2.73934 0.35232
N 0.04234 1.94654 0.50172
C 1.14844 2.75444 0.27262
N 2.38714 2.33974 0.26842
C 2.81324 1.10624 0.31802
C 4.19034 0.69344 0.20762
C 5.36294 1.41034 0.01532
C 6.53094 0.68584 -0.20628
C 6.52864 -0.70696 -0.23548
C 5.35834 -1.43556 -0.04208
C 4.18834 -0.72316 0.17992
C 2.81054 -1.13676 0.27322
N 2.38134 -2.36516 0.16972
C 1.14154 -2.77626 0.15802
N 0.04044 -1.98086 0.44522
C -1.09316 -2.76196 0.26612
N -2.32386 -2.35726 0.42062
C -2.74036 -1.13406 0.58582
N -1.91966 -0.01566 0.54942
C -2.73906 1.10224 0.59992
N -2.32066 2.33004 0.47402
C -4.11646 0.69174 0.69582
C -5.30286 1.40864 0.70432
C -6.49026 0.68224 0.72382
C -6.49106 -0.71086 0.72182
C -5.30446 -1.43836 0.70042
C -4.11706 -0.72336 0.69252
C -0.71446 -4.07796 -0.17128
C -1.47436 -5.16626 -0.57328
C -0.79016 -6.28496 -1.03778
C 0.60144 -6.30916 -1.09578
C 1.36804 -5.21706 -0.69688
C 0.69934 -4.09426 -0.23218
N 1.99344 -0.01516 0.35472
C 0.71344 4.09744 -0.03138
C 1.39124 5.25424 -0.38628
H 1.13824 7.29084 -0.98108
H -1.30946 7.24824 -0.91668
H -2.53166 5.17124 -0.27918
H 5.36294 2.48924 0.01292
H 7.45564 1.21584 -0.38178
H 7.45124 -1.23246 -0.43418
H 5.35364 -2.51316 -0.09028
H -5.29416 2.48694 0.69012
H -7.43176 1.21074 0.73472
H -7.43296 -1.23886 0.73062
H -5.29756 -2.51646 0.68632
H -2.55236 -5.13286 -0.53458
H -1.34706 -7.14466 -1.37828
H 1.09934 -7.18886 -1.47678
H 2.44294 -5.23086 -0.76858
H 2.46734 5.27174 -0.43288
*
```

***

No. 4
# C32H19MoN8O4S2

A structure of composition C32H19MoN8O4S2 (wB97M-V/def2-TZVPD, OMol25).

Computed properties:
- E: -77132.0450 eV
- Energy relative to the best compared isomer or geometry (same formula, charge and spin): 11.6 kcal/mol
- Gap between HOMO and LUMO (spin up / spin down): 6.3903 / 6.3913 eV

Structure (ORCA input):
```
! wB97M-V def2-TZVPD RIJCOSX def2/J DEFGRID3
* xyz -1 1
Mo 0.63029 -0.55357 -0.53775
O 1.60012 -2.48615 -4.16888
C 1.57588 -1.81349 -3.14701
N 1.07424 -2.12564 -1.92804
C 0.83222 -3.45709 -1.59327
C 1.02133 -4.60463 -2.35898
C 0.78852 -5.84547 -1.77872
C 0.38282 -5.95055 -0.45553
C 0.19419 -4.80975 0.31039
C 0.40482 -3.56150 -0.26852
N 0.24648 -2.32797 0.36732
C -0.53502 -2.46774 1.54382
O -0.06369 -2.49228 2.65427
C -2.00321 -2.76971 1.31919
C -2.76636 -3.15265 2.41822
C -4.10699 -3.42882 2.21777
C -4.62550 -3.31782 0.93586
C -3.77335 -2.93967 -0.09123
N -2.48599 -2.67257 0.08627
C 2.29112 -0.49452 -3.11403
C 3.03428 -0.04519 -4.18942
C 3.77794 1.11187 -4.02867
C 3.75569 1.75695 -2.80184
C 2.96690 1.25298 -1.78063
N 2.23809 0.14527 -1.94253
H 1.33209 -4.52416 -3.38663
H 0.92932 -6.73946 -2.37370
H 0.21499 -6.92427 -0.01271
H -0.09842 -4.89455 1.34856
H -2.29624 -3.20927 3.38862
H -4.73746 -3.72465 3.04700
H -5.66805 -3.51982 0.72963
H -4.14562 -2.84698 -1.10582
H 3.01684 -0.62171 -5.10245
H 4.37674 1.49860 -4.84320
H 4.33795 2.64974 -2.62079
H 2.90318 1.71981 -0.80928
O -0.60734 0.14190 -2.12991
N -0.96618 1.36096 -2.16747
N -0.35236 2.08738 -1.32844
O 0.57748 1.59463 -0.52976
C -0.67906 3.47045 -1.18314
C -1.55073 4.08245 -2.07380
C -1.84766 5.42207 -1.88911
C -1.28759 6.13172 -0.83357
C -0.42466 5.49722 0.04536
C -0.11009 4.15539 -0.12094
H -1.98531 3.51839 -2.88479
H -2.52694 5.91131 -2.57478
H -1.53177 7.17676 -0.69521
H 0.00425 6.03915 0.87777
H 0.54209 3.63306 0.56324
S 2.15517 0.04560 1.21945
C 1.16903 0.95178 2.35851
C 1.82177 1.67175 3.35515
C 1.12413 2.43415 4.28323
C 1.84628 3.17876 5.27237
N 2.43489 3.76637 6.06695
C -0.27649 2.46958 4.22161
C -0.93194 1.74385 3.23774
C -0.23812 0.98609 2.29364
S -1.16933 0.13789 1.08191
C -1.03892 3.25896 5.14491
N -1.66086 3.89617 5.87283
H 2.90282 1.64659 3.39952
H -2.01269 1.77605 3.18941
*
```